[1]
Computed, not measured: a molecular structure, C6H14N3O7P2SSe2Te2Ti, with the ωB97M-V functional and the def2-TZVPD basis.

Last column: Mulliken charge in e.
Cartesian coordinates (Å):
1 Ti 0.327 0.116 1.267  1.131
2 C -3.590 2.938 -0.334  -1.664
3 C -2.953 1.761 0.398  1.063
4 O -3.914 0.836 0.902  -0.636
5 P -2.085 2.288 1.920  0.618
6 O -3.202 2.442 2.999  -0.517
7 O -1.531 3.742 1.778  -0.524
8 O -1.006 1.301 2.251  -0.326
9 P -1.663 0.950 -0.615  1.033
10 O -2.464 0.530 -1.913  -0.543
11 O -0.537 1.910 -0.810  -0.914
12 O -1.188 -0.317 0.123  -0.496
13 H -4.260 3.479 0.334  0.386
14 H -4.165 2.567 -1.183  0.431
15 H -2.830 3.625 -0.703  0.381
16 H -4.479 0.527 0.183  0.397
17 H -3.911 1.785 2.901  0.392
18 H -0.567 3.776 1.659  0.346
19 H -1.973 0.583 -2.743  0.408
20 Se 1.865 2.073 1.375  -0.324
21 Te 3.083 0.351 2.708  -0.063
22 Te 1.167 -0.379 4.449  -0.060
23 Se -0.103 -1.719 2.743  -0.337
24 C 3.086 -4.761 -1.859  -1.109
25 C 3.399 -3.884 -0.647  -0.421
26 C 2.803 -2.520 -0.751  0.361
27 N 1.957 -2.037 0.075  -0.702
28 N 1.558 -0.751 -0.236  0.787
29 C 2.110 -0.292 -1.351  0.345
30 N 1.864 0.897 -1.893  -0.249
31 S 3.201 -1.425 -2.058  -0.194
32 H 3.519 -5.750 -1.727  0.343
33 H 3.500 -4.340 -2.777  0.356
34 H 2.010 -4.873 -1.991  0.324
35 H 4.480 -3.788 -0.520  0.287
36 H 3.001 -4.323 0.267  0.259
37 H 1.131 1.488 -1.505  0.208
38 H 2.358 1.193 -2.715  0.221

Its net charge is +1. As for the multiplicity: 1. The value obtained for the LUMO energy is -4.04 eV.

***

[2]
Computed, not measured: a molecular structure, C6H14N4 in a non-equilibrium geometry, with the ωB97M-V functional and the def2-TZVPD basis.

Last column: Mulliken charge in e.
Cartesian coordinates (Å):
1 C -1.671 0.096 -0.023  0.831
2 C -3.032 -0.098 -0.636  -1.409
3 C 0.885 1.450 1.209  -1.479
4 C 1.135 -1.421 0.095  0.038
5 C 0.579 1.111 -0.224  0.984
6 N -1.296 -0.612 1.037  -0.527
7 N 2.327 -1.440 0.789  -0.384
8 N 1.537 1.522 -1.111  -0.502
9 C -0.711 0.859 -0.700  -0.975
10 N 1.087 -1.923 -1.075  -0.909
11 H -1.999 -1.258 1.383  0.199
12 H -0.108 -1.075 0.774  0.344
13 H 3.044 -2.055 0.420  0.285
14 H 2.270 -1.414 1.794  0.227
15 H 2.480 1.567 -0.759  0.257
16 H 1.476 1.143 -2.043  0.269
17 H 0.179 -1.749 -1.507  0.259
18 H -0.915 1.094 -1.738  0.262
19 H -3.814 0.034 0.117  0.367
20 H -3.128 -1.102 -1.051  0.334
21 H -3.226 0.625 -1.432  0.373
22 H 1.859 1.062 1.503  0.385
23 H 0.131 1.045 1.875  0.377
24 H 0.912 2.539 1.303  0.395

Its net charge is 0. As for the multiplicity: 1. The value obtained for the LUMO energy is 0.60 eV.

***

[3]
Computed, not measured: C6H14N4O2 in the gas phase in a non-equilibrium geometry, with the ωB97M-V functional and the def2-TZVPD basis.

Last column: Mulliken charge in e.
Cartesian coordinates (Å):
1 C 2.554 -0.537 -0.423  -0.360
2 C 2.877 0.670 0.107  0.349
3 C 1.063 -0.849 0.158  -0.661
4 C -0.124 -0.045 -0.684  -0.570
5 C -1.278 -0.447 0.179  -0.601
6 C -3.786 0.091 0.221  0.472
7 H 4.119 -1.484 -0.671  0.290
8 H 3.786 -1.268 1.135  0.295
9 H 2.848 -0.688 -1.394  0.714
10 H 1.096 -1.925 0.180  0.373
11 H 0.999 -0.369 1.327  0.365
12 H 0.249 0.937 -0.512  0.388
13 H -0.121 -0.224 -1.760  0.274
14 H -1.606 -1.555 0.320  0.456
15 H -0.749 -0.261 1.255  0.155
16 H -2.249 1.343 0.262  0.284
17 H -4.060 1.976 0.572  0.224
18 H -3.778 -1.182 -1.310  0.240
19 H -5.002 -1.492 0.019  0.282
20 H 1.970 1.232 -1.366  0.406
21 N 3.358 -1.471 0.200  -0.753
22 N -2.427 0.390 -0.201  -0.357
23 N -4.621 1.102 0.576  -0.741
24 N -4.011 -1.092 -0.352  -0.451
25 O 3.280 0.637 1.200  -0.512
26 O 2.791 1.758 -0.821  -0.561

As for the structure (SMILES): [H]/N=C(/N)NCCC[C@H](N)C(=O)O. Its net charge is 0. As for the multiplicity: 1. The value obtained for the LUMO energy is 0.47 eV.

***

[4]
Computed, not measured: 2 unconnected molecules or ions with the total composition C6H14N4O3 in a non-equilibrium geometry, with the ωB97M-V functional and the def2-TZVPD basis.

Last column: Mulliken charge in e.
Cartesian coordinates (Å):
1 C -0.802 -0.343 -1.245  -0.385
2 C -0.804 -1.515 -2.230  -0.532
3 C 1.258 -0.539 -2.403  -0.791
4 C 0.608 0.245 -1.224  0.691
5 C 1.177 -0.032 0.222  -0.985
6 C -0.206 -0.482 2.063  0.460
7 N 0.067 -1.817 2.358  -0.562
8 N -1.272 0.065 2.834  -0.545
9 N 0.339 0.342 1.282  -0.187
10 N 0.000 3.333 0.823  0.622
11 O -0.927 3.790 1.516  -0.489
12 O 0.280 3.597 -0.326  -0.465
13 O 0.562 -1.767 -2.471  -0.419
14 H -1.657 0.293 -1.790  0.244
15 H -1.164 -0.618 -0.138  0.056
16 H -1.441 -2.325 -1.877  0.354
17 H -1.342 -1.275 -3.182  0.289
18 H 1.038 0.106 -3.216  0.387
19 H 2.359 -0.776 -2.232  0.329
20 H 0.647 1.328 -1.456  0.247
21 H 1.547 -1.175 0.339  0.090
22 H 2.122 0.503 0.260  0.279
23 H -0.888 -2.049 2.558  0.277
24 H 0.576 -2.417 1.694  0.273
25 H -1.469 1.032 2.608  0.219
26 H -1.233 -0.080 3.837  0.224
27 H 0.622 2.576 1.395  0.317

As for the structure (SMILES): NC(N)=NC[C@@H]1CCOC1.O=[NH+][O-]. Its net charge is 0. As for the multiplicity: 1. The value obtained for the LUMO energy is 0.36 eV.

***

[5]
Computed, not measured: a molecular structure, C6H14NO in a non-equilibrium geometry, with the ωB97M-V functional and the def2-TZVPD basis.

Last column: Mulliken charge in e.
Cartesian coordinates (Å):
1 C 0.572 -1.331 -0.594  -0.633
2 C 1.131 0.015 -0.385  0.602
3 C 2.413 0.269 0.476  -0.311
4 O 3.211 1.215 -0.033  -0.891
5 C -0.761 -1.534 0.263  -0.705
6 N -1.811 -0.755 -0.209  -0.695
7 C -2.243 0.278 0.713  -0.346
8 C -2.546 1.559 -0.077  -1.189
9 H 1.348 -2.034 -0.252  0.388
10 H 0.372 -1.610 -1.627  0.272
11 H 1.667 0.696 -1.339  -0.559
12 H 0.339 0.684 -0.064  -0.051
13 H 2.046 0.468 1.508  0.187
14 H 2.896 -0.733 0.600  0.180
15 H -0.394 -1.331 1.288  0.351
16 H -1.017 -2.596 0.138  0.352
17 H 1.428 1.006 -2.001  0.527
18 H -1.485 0.496 1.482  0.232
19 H -3.164 -0.043 1.235  0.396
20 H -3.016 1.221 -0.995  0.288
21 H -3.177 2.304 0.408  0.390
22 H -1.610 2.043 -0.369  0.216

Its net charge is -1. As for the multiplicity: 1. The value obtained for the LUMO energy is 2.53 eV.

***

[6]
Computed, not measured: a gas-phase ion, C6H14NO (charge -1) in a non-equilibrium geometry, with the ωB97M-V functional and the def2-TZVPD basis.

Last column: Mulliken charge in e.
Cartesian coordinates (Å):
1 C 0.440 -1.963 -0.926  -0.431
2 O 1.283 -2.882 -1.461  -0.914
3 C 1.215 -0.658 -0.497  0.416
4 C 0.378 0.607 -0.361  -1.108
5 C -0.771 0.462 0.709  1.061
6 C -0.478 1.269 1.964  -1.639
7 C -2.066 1.021 0.027  -1.694
8 N 2.360 -0.443 -1.373  -0.777
9 H -0.207 -2.273 -0.073  0.198
10 H -0.369 -1.723 -1.668  0.115
11 H 1.601 -0.910 0.526  0.115
12 H -0.170 0.764 -1.287  0.318
13 H 1.000 1.423 0.007  0.232
14 H -0.999 -0.576 0.903  0.130
15 H -0.567 2.344 1.818  0.346
16 H 0.528 1.040 2.333  0.392
17 H -1.216 1.060 2.742  0.427
18 H -2.359 0.228 -0.683  0.420
19 H -2.921 1.083 0.715  0.412
20 H -2.173 1.949 -0.539  0.351
21 H 3.201 -0.601 -0.838  0.282
22 H 2.292 -1.219 -2.038  0.348

As for the structure (SMILES): CC(C)C[C@H](N)C[O-]. Its net charge is -1. As for the multiplicity: 1. The value obtained for the LUMO energy is 3.58 eV.

***

[7]
Computed, not measured: C6H14NO in the gas phase in a non-equilibrium geometry, with the ωB97M-V functional and the def2-TZVPD basis.

Last column: Löwdin spin population.
Cartesian coordinates (Å):
1 C 1.014 -0.770 -0.004  0.005
2 N 0.511 0.516 -0.503  0.089
3 C -0.893 0.695 -0.382  0.013
4 C -1.287 2.207 -0.070  0.043
5 C -0.369 2.874 1.010  0.082
6 O 0.947 2.663 0.840  0.701
7 C 0.465 -1.965 -0.798  0.004
8 C 0.658 -3.247 0.013  0.001
9 H 2.114 -0.789 -0.107  0.000
10 H 0.978 -0.936 1.081  0.001
11 H 1.152 1.227 -0.163  0.003
12 H -1.417 0.489 -1.321  0.010
13 H -1.460 0.117 0.366  0.001
14 H -0.893 2.709 -0.964  -0.001
15 H -2.347 2.150 0.139  0.000
16 H -0.607 3.949 0.933  0.050
17 H -0.705 2.510 2.009  -0.002
18 H -0.620 -1.794 -0.979  0.000
19 H 0.577 -2.062 -1.887  0.000
20 H 1.719 -3.377 0.281  0.000
21 H 0.157 -4.044 -0.528  0.000
22 H 0.306 -3.124 1.035  0.000

Its net charge is 0. As for the multiplicity: 2. The value obtained for the LUMO energy (alpha / beta) is 1.03 / -1.64 eV.

***

[8]
Computed, not measured: a gas-phase ion, C6H14NO (charge +1) in a non-equilibrium geometry, with the ωB97M-V functional and the def2-TZVPD basis.

Last column: Mulliken charge in e.
Cartesian coordinates (Å):
1 C -2.768 0.090 1.050  -0.868
2 C -1.464 0.268 1.361  -0.212
3 C -0.191 -1.058 -1.092  -0.693
4 C 1.419 -0.880 0.728  -0.801
5 C 1.562 0.650 -1.131  -0.902
6 C -0.363 0.957 0.271  0.170
7 N 0.643 -0.096 -0.327  -0.049
8 O 0.307 2.026 0.872  -0.507
9 H -3.583 -0.214 1.719  0.283
10 H -3.364 0.243 0.140  0.238
11 H -1.138 -0.108 2.346  0.370
12 H -0.746 -1.799 -0.404  0.336
13 H -0.979 -0.337 -1.535  0.332
14 H 0.348 -1.553 -1.871  0.334
15 H 1.931 -0.173 1.505  0.330
16 H 0.711 -1.497 1.461  0.323
17 H 2.195 -1.589 0.375  0.374
18 H 2.271 1.285 -0.429  0.315
19 H 2.104 -0.141 -1.805  0.359
20 H 1.050 1.281 -1.794  0.433
21 H -0.963 1.183 -0.605  0.424
22 H -0.008 2.238 1.818  0.411

As for the structure (SMILES): C=C[C@@H](O)[N+](C)(C)C. Its net charge is +1. As for the multiplicity: 1. The value obtained for the LUMO energy is -2.72 eV.

***

[9]
Computed, not measured: 3 unconnected molecules or ions with the total composition C6H14NO in a non-equilibrium geometry, with the ωB97M-V functional and the def2-TZVPD basis.

Last column: Mulliken charge in e.
Cartesian coordinates (Å):
1 C -4.533 1.645 -1.633  0.435
2 C -0.617 -1.693 -0.665  -0.998
3 C -1.980 -1.274 1.936  -1.331
4 C -2.015 1.138 1.497  -1.002
5 C -1.073 -0.400 -0.242  -0.329
6 C -1.654 -0.178 1.010  0.911
7 N 6.189 -0.127 -1.308  -0.535
8 O -4.521 1.812 -0.486  -0.026
9 H -4.603 1.398 -2.637  0.450
10 H -0.868 -2.445 0.124  0.215
11 H -1.142 -1.919 -1.600  0.261
12 H 0.507 -1.716 -0.821  0.272
13 H -1.948 -2.297 1.494  0.367
14 H -1.374 -1.210 2.814  0.311
15 H -3.003 -1.050 2.305  0.329
16 H -2.614 1.736 0.753  0.071
17 H -2.597 1.171 2.513  0.320
18 H -1.144 1.802 1.635  0.311
19 H -0.923 0.397 -0.965  0.434
20 H 5.779 -0.949 -1.513  0.161
21 H 5.623 0.588 -0.847  0.183
22 H 7.147 0.098 -1.180  0.191

Its net charge is +1. As for the multiplicity: 1. The value obtained for the LUMO energy (alpha / beta) is -7.43 / -7.55 eV.

***

[10]
Computed, not measured: 2 unconnected molecules or ions with the total composition C6H14NO in a non-equilibrium geometry, with the ωB97M-V functional and the def2-TZVPD basis.

Last column: Mulliken charge in e.
Cartesian coordinates (Å):
1 C -1.095 1.808 -1.933  -0.910
2 C 0.043 1.393 -1.402  0.721
3 O 0.543 1.993 -0.222  -0.661
4 C 1.006 0.418 -2.049  -1.138
5 H -1.484 1.309 -2.806  0.280
6 H -1.595 2.674 -1.520  0.290
7 H 1.398 2.359 -0.478  0.368
8 H 0.478 -0.235 -2.744  0.379
9 H 1.701 0.996 -2.660  0.357
10 H 1.514 -0.218 -1.325  0.289
11 C -1.511 -1.495 1.141  -1.238
12 C -0.090 -1.194 1.490  0.686
13 C 0.894 -2.077 1.393  -0.994
14 N 0.252 0.210 1.801  -0.132
15 H -1.604 -2.565 0.995  0.391
16 H -2.244 -1.156 1.877  0.366
17 H -1.775 -0.995 0.203  0.302
18 H 1.941 -1.817 1.501  0.288
19 H 0.661 -3.106 1.169  0.288
20 H -0.586 0.729 2.043  0.398
21 H 0.644 0.702 0.958  0.269
22 H 0.910 0.265 2.570  0.404

Its net charge is +1. As for the multiplicity: 1. The value obtained for the LUMO energy is -3.14 eV.

***

no.,E (hartree)
1,-8197.4312
2,-455.9703
3,-606.3109
4,-681.6075
5,-366.7670
6,-366.9748
7,-366.8673
8,-366.6583
9,-366.5640
10,-366.7233